# 1
99
Properties=species:S:1:pos:R:3:mulliken_charge:R:1 method="wB97M-V/def2-TZVPD" charge=-1 e_tot_ha=-8694.7419
As -0.15122 0.48289 -4.79417 0.140
As -0.27244 -1.94465 -1.62212 0.528
Ca 0.25967 0.83064 0.72994 2.933
F -3.37968 1.77116 1.54580 -0.158
F 3.52730 5.15888 1.73537 -0.272
F 3.40736 3.95496 -0.04005 -0.242
F 3.61145 3.28818 3.53303 -0.314
F 1.77403 5.26915 0.46065 -0.257
F -4.40267 0.40600 0.22375 -0.269
F -4.03807 -2.30638 1.55687 -0.308
F -3.17613 -1.90609 -0.37383 -0.213
F -1.94923 -2.76744 1.16731 -0.245
F 2.48814 1.46596 3.24021 -0.150
F 4.03645 2.01087 1.83720 -0.302
F -4.59697 0.18801 2.37070 -0.284
O -0.87569 2.03586 -1.72948 -0.226
O -1.63284 0.00573 0.39801 0.034
O 1.52142 2.39903 0.77286 -1.269
O -1.67766 -2.36777 -5.09054 0.132
O 0.78462 0.65787 -1.47996 -0.279
O -3.53000 -1.62230 -4.05483 -0.600
O 2.53136 -0.15897 -5.93625 -0.618
O 2.34032 -3.46827 -2.06485 -0.572
O 2.44276 -2.35557 -5.94295 -0.382
O 3.45459 -1.94505 -3.29395 -0.169
N 3.38072 -2.01623 1.36842 0.058
N 1.47227 -0.96429 1.60701 0.712
N -0.53704 1.66680 2.60175 0.235
C -1.52453 -0.40138 -3.74687 0.994
C 1.04071 -1.08909 -4.33957 0.747
C -2.35848 -1.51420 -4.30476 0.240
C 1.50286 -2.02916 2.48012 -0.434
C -1.82901 -1.54665 5.05201 0.522
C -0.96268 -0.55803 5.51759 -1.269
C 1.09131 -1.75954 -3.19377 0.888
C 0.98892 4.99707 3.31577 -1.141
C 2.67776 4.41667 0.98187 0.302
C 3.03389 2.51169 2.59664 0.462
C 2.67481 -2.69913 2.34357 -1.099
C 2.08900 -1.15692 -5.43821 0.187
C -2.45052 -0.42432 1.38700 1.739
C -1.23353 -3.47625 -2.38228 -1.588
C 2.34598 -2.49490 -2.77954 -0.684
C 4.70593 -2.49607 -2.86534 -0.875
C -0.23614 2.90545 3.15285 -0.975
C -2.24531 -1.44296 3.73735 -0.455
C -0.57176 0.48078 4.70759 -0.414
C 1.95224 3.24056 1.73565 1.271
C 0.12401 5.51784 4.26422 0.476
C -2.27925 2.23320 -2.03119 -0.754
C 0.32040 6.90328 4.82530 -1.664
C -2.44889 -3.43531 -5.66105 -1.054
C -3.72158 0.48976 1.39234 0.336
C -2.29191 -2.68246 5.93225 -1.574
C -0.34852 0.83612 -1.89971 -0.038
C -1.85797 -0.42581 2.85373 -0.986
C -0.93419 4.71007 4.66084 -0.973
C -2.92135 -1.85688 0.94815 -0.270
C -0.60090 0.06095 -6.63572 -1.185
C 2.61193 -0.98547 0.95421 -1.217
C 1.74322 -3.55589 -5.57995 -0.080
C -1.10124 3.45202 4.12216 -0.083
C -1.12459 -0.34852 -2.47223 -0.085
C 0.85513 3.73306 2.73598 -0.241
C -1.00180 0.62180 3.36220 0.714
H 0.67387 -2.22171 3.14415 0.325
H 3.07135 -3.57019 2.83334 0.413
H 0.68384 -3.36583 -5.42106 -0.171
H -0.04948 6.97074 5.85080 0.385
H -0.58324 -0.60851 6.53534 0.257
H 0.11771 1.22525 5.08640 0.530
H -2.46215 -4.27988 -4.97252 0.323
H -3.37338 -2.82563 5.86656 0.340
H -1.94470 2.84650 4.43274 0.467
H 1.82779 5.61522 3.02536 0.410
H 2.17583 -4.00212 -4.68626 0.152
H 4.26876 -2.27885 0.98143 0.231
H 1.87850 -4.23365 -6.41813 0.405
H -2.86988 1.49067 -1.49930 0.293
H -2.26703 -3.23188 -2.61935 0.353
H -1.94300 -3.71068 -6.58308 0.242
H -3.46793 -3.11833 -5.85820 0.437
H -0.20870 7.66122 4.23943 0.288
H -2.04954 -2.49018 6.97938 0.409
H 5.38948 -2.37824 -3.70097 0.295
H -0.37353 -0.97123 -6.88461 0.249
H -1.23729 -4.22755 -1.59495 0.675
H -1.82667 -3.63503 5.66122 0.259
H -2.44181 2.17274 -3.10366 0.291
H -1.64627 5.07282 5.39778 0.349
H 1.37602 7.18182 4.83278 0.376
H -2.93036 -2.20622 3.39107 0.485
H -1.66565 0.24426 -6.77901 0.412
H -0.02904 0.73280 -7.27128 0.410
H 4.60249 -3.54218 -2.59609 0.368
H -0.72024 -3.86374 -3.25832 0.265
H -2.49938 3.22993 -1.66602 0.264
H 2.92685 -0.26018 0.21416 0.579
H 5.06999 -1.92251 -2.01427 0.249

# 2
91
Properties=species:S:1:pos:R:3:mulliken_charge:R:1 method="wB97M-V/def2-TZVPD" spin_multiplicity=3 e_tot_ha=-9353.9481
Pr 1.41544 -1.53384 0.16241 0.046
Br 0.40614 -6.18194 6.27291 -0.188
Cl 7.08864 -5.80984 -0.61249 -0.196
Cl 7.85764 -3.77774 -2.84159 -0.210
Cl 4.63264 -5.23874 1.24041 -0.202
Cl 3.56964 -0.78884 -1.52619 -0.148
Cl 6.09394 -1.25024 -3.28739 -0.205
S -1.33106 -0.27754 0.87731 -0.297
S 0.65314 1.14806 -1.22189 -0.374
S 3.40274 1.95566 0.07661 0.218
S 3.88124 -0.57604 2.24641 0.388
S 1.13914 1.24486 2.39031 0.434
O 3.23524 -2.75904 0.59001 0.029
O 1.52674 -3.01174 -1.66139 -0.294
O 0.86774 -1.83984 2.37981 -0.314
O 0.03024 -3.20554 0.86881 -0.470
O -0.19266 -1.63834 -1.61709 -0.168
N -2.54246 -4.25174 4.17191 -0.608
N -1.55776 2.27306 -2.06829 0.091
N -3.18036 0.37286 -0.87699 0.250
C -0.80716 3.09996 -2.99599 -1.022
C 0.20144 -2.85314 2.05031 0.847
C 1.94544 0.57486 3.87761 -0.800
C 0.39284 -2.67054 -2.01859 -0.282
C 4.87694 1.88096 1.17001 -0.918
C 4.21854 -3.00894 -0.17819 -1.183
C -1.48666 1.25036 -6.22509 -0.779
C -4.41876 1.56406 1.58251 0.010
C -2.99466 2.44926 -2.06439 -0.741
C 5.23644 0.45816 1.56731 -0.782
C -5.18016 2.49226 2.26851 -0.868
C -1.87306 -4.98784 5.03761 -0.167
C 3.44464 0.37436 3.75941 -1.019
C -0.48546 -3.63494 3.13241 -0.168
C 6.48184 -3.49944 -1.84969 0.485
C -1.25026 2.81216 -4.40989 0.396
C 2.39814 3.24516 0.89061 -0.619
C 5.69504 -2.37094 -2.05029 -0.120
C -7.15486 1.69226 1.17261 -0.620
C -6.39196 0.76646 0.47861 -0.362
C -2.32296 3.48446 -6.45579 -0.580
C -1.89876 0.46566 -0.50429 0.237
C -1.89496 3.77616 -5.17259 -0.375
C -1.00166 1.31806 -1.31339 0.123
C -3.64346 1.07356 -2.05409 -0.874
C -5.02086 0.69456 0.67971 0.719
C -2.12306 2.22086 -6.98419 -0.409
C 1.93124 2.90786 2.29331 -1.085
C 6.13914 -4.39814 -0.83579 -0.001
C 0.22814 -4.41834 4.02831 -0.354
C -1.87326 -3.59644 3.24271 -0.400
C 4.59514 -2.14784 -1.24379 1.065
C -0.49006 -5.10094 4.99651 -0.067
C -1.05496 1.54296 -4.94379 -0.289
C -6.54916 2.55616 2.06771 -0.401
C 5.05134 -4.15194 -0.01899 0.300
C -4.17646 -0.30584 -0.07369 -0.954
H 6.03944 0.47406 2.30521 0.518
H -2.81736 4.24616 -7.03869 0.392
H 0.25214 2.87116 -2.86499 0.398
H -2.46416 -3.00364 2.55871 0.647
H -6.86906 0.08596 -0.21189 0.400
H -4.70636 3.16396 2.96851 0.426
H -0.55616 0.78966 -4.35099 0.604
H 2.75504 2.91156 3.00201 0.438
H 1.70484 1.22266 4.72221 0.655
H -3.28506 3.00766 -2.95559 0.456
H -4.73036 1.16016 -2.01639 0.477
H 3.79694 -0.19814 4.61791 0.583
H -7.14566 3.27296 2.61221 0.391
H -2.45856 1.99626 -7.98439 0.390
H -2.05456 4.76656 -4.76959 0.396
H -3.36086 0.52536 -2.96249 0.385
H -3.35446 1.49766 1.75241 0.469
H 3.98764 1.31666 3.72871 0.409
H 1.54324 3.33406 0.22071 0.126
H -8.22146 1.73486 1.01241 0.390
H 4.66894 2.50806 2.03451 0.387
H 5.71544 2.31676 0.62311 0.560
H -3.64326 -0.94894 0.62951 -0.070
H 1.19304 3.64546 2.61141 0.594
H 5.56944 -0.10694 0.69611 0.229
H 1.44934 -0.38654 4.00101 0.074
H -4.80316 -0.92014 -0.72499 0.465
H -0.97856 4.15236 -2.75019 0.375
H -0.14316 -3.30524 -2.76199 0.313
H 1.30294 -4.49604 3.96361 0.650
H 2.96264 4.17906 0.88851 0.537
H -1.32856 0.26526 -6.63689 0.429
H -3.29956 3.01356 -1.17229 0.379
H -2.46006 -5.50144 5.78601 0.402

# 3
78
Properties=species:S:1:pos:R:3:mulliken_charge:R:1 method="wB97M-V/def2-TZVPD" charge=-1 e_tot_ha=-4380.2531
Cs 0.03625 2.16661 -1.39823 1.266
Br 0.02276 5.41083 -4.17650 -0.181
O 0.40852 -2.93878 0.20858 -0.420
O -0.67173 1.52872 1.06740 -1.143
O 0.42111 -0.25112 -2.28283 -1.019
O -1.42223 -1.77704 0.86367 -0.373
N -0.67146 5.43602 -1.51742 -0.078
C -0.10045 -0.21691 4.04068 -0.007
C 3.31073 1.96103 1.82572 -0.981
C -1.71487 -4.09025 0.43640 -1.645
C -0.79093 -0.00016 2.85495 -0.330
C 0.55599 -1.61444 -0.33446 -0.701
C -0.57232 6.22566 -2.56390 0.044
C 4.08834 -3.22705 -3.69235 -0.392
C -3.07728 -2.40668 -3.00016 -0.842
C -0.77229 -0.43446 5.24409 -0.890
C -0.50637 -0.78155 0.39282 -0.749
C 3.59932 -0.38688 2.17768 -1.081
C -1.88074 7.83216 1.11724 -1.273
C -1.95560 -1.71901 -2.56489 -0.250
C 3.74819 -3.59574 -2.40180 -1.162
C -2.86044 -0.18754 4.10784 -0.688
C -0.13868 0.35036 1.48805 1.786
C -2.15350 -0.43433 5.28392 -0.511
C -0.87438 7.57633 -2.53823 -0.475
C -2.18751 0.03563 2.92267 -0.710
C -0.78074 -3.02071 0.98264 1.277
C -0.72596 -2.35779 -2.42621 -0.334
C -0.64945 -3.70308 -2.77546 0.231
C -0.42394 -3.33644 2.43408 -1.741
C 1.94924 1.75611 1.63069 -0.641
C -1.41865 7.30118 -0.20970 0.594
C 2.59594 -3.09087 -1.80242 0.363
C 1.38854 0.48597 1.68911 0.260
C -1.08421 5.96040 -0.36772 -0.465
C -1.30372 8.11030 -1.33389 -0.393
C 0.48538 -1.55344 -1.90445 2.100
C -1.76248 -4.39103 -3.24608 -0.815
C 1.77044 -2.19850 -2.48164 -0.678
C 3.26756 -2.33937 -4.38061 -0.794
C -2.98645 -3.75010 -3.34893 -0.515
C 2.13048 -1.83045 -3.77721 -0.447
C 4.14524 0.88747 2.09628 -0.675
C 2.24096 -0.58230 1.97963 0.198
H -1.04122 -0.19684 -0.34953 0.633
H -1.66967 -5.43614 -3.51928 0.366
H 3.52346 -2.03713 -5.39017 0.377
H -1.55092 9.16330 -1.26968 0.344
H -2.10009 8.89781 1.06577 0.352
H -0.19952 -0.60275 6.14937 0.410
H -2.67873 -0.60998 6.21560 0.382
H -3.94450 -0.16875 4.12169 0.369
H -2.73414 0.25544 2.01630 0.364
H 5.20810 1.03758 2.24361 0.380
H 3.71731 2.96488 1.77215 0.394
H -1.15220 5.26820 0.46694 0.552
H -4.02713 -1.88989 -3.07862 0.394
H -2.78339 7.31802 1.45021 0.311
H 0.29550 -4.22415 -2.68340 0.411
H 1.55906 -1.26270 -0.10467 1.490
H -2.07562 -3.80967 -0.54936 0.316
H 2.34445 -3.40508 -0.79825 0.387
H -0.77617 8.18168 -3.42758 0.374
H -1.18864 -5.04394 0.37156 0.291
H 0.03618 -4.32446 2.49885 0.437
H 1.49772 -1.11219 -4.28311 0.419
H 4.98479 -3.62031 -4.15768 0.370
H 0.26350 -2.59713 2.83582 0.166
H -1.12028 7.68137 1.88467 0.310
H -2.02041 -0.66400 -2.33122 0.295
H -1.32410 -3.32263 3.05052 0.384
H -3.86016 -4.28649 -3.70031 0.357
H -2.56914 -4.20939 1.10609 0.445
H 4.37996 -4.28176 -1.84868 0.408
H 1.84747 -1.58966 2.03831 0.247
H 0.98202 -0.21867 4.04673 0.273
H 4.23562 -1.23916 2.38641 0.437
H 1.26229 2.57585 1.45192 0.837